No. 1
Density functional theory data (ωB97M-V with the def2-TZVPD basis set) for a 3-piece molecular cluster, C23H50F3N3O6P overall.

```
86
Properties=species:S:1:pos:R:3:forces:R:3:lowdin_spin:R:1
C 3.894301 -3.489064 -6.345031 -0.14 0.76 -1.04 0.0000
P 3.817762 -2.164728 -5.005368 1.73 0.20 0.40 0.0001
O 3.660413 -0.690164 -5.881724 -0.65 -2.25 -0.42 0.0000
C 2.277024 -2.430581 -3.869598 -1.32 0.19 0.03 0.0006
C 1.565532 -3.812292 -4.130759 -0.25 -0.26 0.62 0.0007
F 0.530313 -4.114899 -3.238654 1.72 0.53 -1.42 0.0052
F 2.529203 -4.826236 -3.911418 -1.83 1.37 -0.97 0.0001
F 0.990717 -3.924927 -5.409309 1.38 -0.03 2.19 0.0001
C 2.837581 -2.385917 -2.373432 0.43 0.42 -0.23 -0.0013
C 1.876607 -1.700654 -1.302273 1.64 -1.26 2.07 0.0270
C 2.507128 -0.303306 -0.841450 -0.17 -0.13 0.37 0.0199
C 1.943478 -2.639031 0.012299 -0.05 0.74 -0.11 0.0031
N 0.443173 -1.638151 -1.680488 0.55 2.54 0.38 0.3472
O -0.298890 -1.137427 -0.726673 0.41 -1.13 -0.96 0.5436
C 0.191448 -0.969228 -2.978723 -1.94 0.65 -2.65 0.0266
C -0.083643 0.608803 -2.863556 0.20 0.15 -0.43 0.0142
C -1.156855 -1.571117 -3.648117 0.37 0.21 0.04 0.0070
C 1.344155 -1.145405 -4.065933 0.78 -0.05 0.84 0.0003
H 3.978346 -4.545733 -5.962790 -0.43 1.28 -0.25 0.0000
H 3.018673 -3.318147 -7.048815 0.94 -0.73 0.67 0.0000
H 4.852035 -3.283342 -6.936174 -1.25 -0.13 0.88 0.0000
H 3.449535 -0.918610 -6.814773 -0.04 0.47 0.67 0.0000
H 3.780360 -1.738635 -2.412538 -1.26 -0.89 0.00 -0.0002
H 3.198318 -3.396136 -1.990863 -0.70 1.18 -0.73 -0.0002
H 2.652707 0.438498 -1.680046 -0.22 -0.84 0.88 0.0003
H 3.524398 -0.517307 -0.381005 -1.19 0.18 -0.69 0.0013
H 1.878952 0.147685 -0.006562 0.63 -0.49 -1.22 0.0031
H 1.411904 -2.131898 0.878475 0.50 -0.68 -1.16 -0.0006
H 3.031161 -2.726551 0.315727 -1.22 -0.18 -0.44 -0.0003
H 1.467606 -3.645382 -0.202484 0.68 1.16 0.28 -0.0001
H -1.088340 0.857078 -2.415749 1.18 -0.46 -0.29 0.0014
H 0.727763 1.173683 -2.319260 -0.91 -0.73 -0.43 0.0010
H -0.096997 1.029343 -3.928560 0.02 -0.67 1.36 0.0004
H -1.850527 -1.946983 -2.837414 0.80 0.30 -1.04 -0.0005
H -0.890830 -2.369649 -4.413603 -0.53 0.78 1.24 0.0000
H -1.680561 -0.743701 -4.222964 0.62 -0.95 0.75 0.0001
H 0.929676 -1.126457 -5.117607 0.30 0.09 1.29 0.0000
H 2.033831 -0.239694 -3.944634 -0.78 -1.27 -0.38 -0.0002
C 1.900470 -3.624149 8.012075 0.01 -0.13 -0.24 0.0000
O 1.078380 -3.906184 6.891148 0.00 0.21 0.39 0.0000
C -0.220900 -3.321847 6.988369 -0.17 -0.12 -0.57 0.0000
C -0.396575 -2.241796 5.924790 0.37 0.00 0.38 0.0000
N 0.429329 -1.072759 6.223168 -0.19 -0.07 -0.17 0.0000
C 0.484633 -0.099750 5.130621 0.30 -0.07 0.16 0.0000
C 1.167778 -0.543340 3.829951 -0.04 0.47 -0.01 0.0000
O 2.566857 -0.767644 3.964823 -0.34 -0.33 -0.08 0.0000
C 2.916377 -2.079090 4.384023 0.31 0.28 -0.03 0.0000
H 2.824771 -4.193075 7.904036 -0.08 0.00 -0.07 0.0000
H 2.151723 -2.560279 8.056034 -0.02 0.03 0.18 0.0000
H 1.411700 -3.930651 8.941622 0.03 0.09 0.04 0.0000
H -0.422156 -2.931139 7.991115 0.17 0.08 -0.06 0.0000
H -0.942128 -4.122720 6.796205 0.00 0.05 0.01 0.0000
H -1.447872 -1.940093 5.889355 0.04 0.03 -0.02 0.0000
H -0.128751 -2.678962 4.956581 -0.18 -0.19 -0.05 0.0000
H 1.374374 -1.378939 6.424386 -0.10 0.01 0.01 0.0000
H 1.028510 0.768899 5.514370 -0.02 0.00 -0.13 0.0000
H -0.531504 0.241002 4.905297 0.01 -0.10 -0.03 0.0000
H 1.068213 0.281484 3.117715 0.03 -0.02 0.02 0.0000
H 0.672455 -1.402966 3.365261 0.08 -0.12 0.12 0.0000
H 2.206752 -2.833340 4.034263 -0.07 0.05 0.08 0.0000
H 3.006336 -2.117915 5.471792 -0.08 -0.23 0.04 0.0000
H 3.899165 -2.313997 3.969398 -0.06 0.07 -0.04 0.0000
C -6.214900 3.656143 -0.036149 -0.01 0.11 -0.24 0.0000
O -5.892765 4.907425 -0.622025 0.01 -0.21 0.38 0.0000
C -5.341711 5.837313 0.310859 0.16 0.41 -0.41 0.0000
C -3.882734 6.127069 -0.029801 -0.19 -0.48 0.13 0.0000
N -3.039611 4.964471 0.243974 0.04 0.26 -0.09 0.0000
C -1.676077 5.094025 -0.272693 -0.16 -0.32 -0.04 0.0000
C -1.505666 5.152807 -1.796899 0.44 -0.08 0.21 0.0000
O -1.852313 3.944304 -2.460135 -0.21 0.38 -0.02 0.0001
C -3.226162 3.830274 -2.800731 0.23 -0.36 -0.06 0.0000
H -6.724263 3.052693 -0.788482 0.04 0.10 -0.01 0.0000
H -5.310952 3.126499 0.278745 -0.06 -0.07 0.16 0.0000
H -6.887280 3.786138 0.816974 0.06 -0.06 0.05 0.0000
H -5.449773 5.495262 1.345207 0.09 -0.14 -0.10 0.0000
H -5.915562 6.764053 0.208914 0.03 -0.01 0.03 0.0000
H -3.534801 6.973317 0.570543 0.03 -0.03 -0.02 0.0000
H -3.835883 6.409885 -1.087273 -0.13 0.22 -0.03 0.0000
H -3.461986 4.144212 -0.175798 0.01 0.07 0.07 0.0000
H -1.120605 4.224614 0.092377 0.06 0.07 -0.09 0.0000
H -1.207536 5.976455 0.176081 -0.07 0.03 -0.06 0.0000
H -0.439887 5.302474 -1.994732 -0.02 -0.04 0.00 0.0000
H -2.018551 6.010147 -2.246304 -0.17 -0.08 0.01 0.0000
H -3.685276 4.798784 -3.014438 0.01 0.00 0.11 0.0000
H -3.772711 3.317613 -2.006221 -0.22 0.12 -0.02 0.0000
H -3.298393 3.209536 -3.696549 0.07 0.05 0.02 0.0000
```
Positions in Å, forces in eV/Å.

Computed properties:
HOMO (alpha / beta) (eV): -8.59 / -8.59
Energy above the lowest of the compared OMol25 structures with the same formula, charge and spin (kJ/mol): 216.1
Strongest force on any atom (eV Å⁻¹): 3.35
Gap between HOMO and LUMO (alpha / beta) (Eh): 0.3362 / 0.3163
E_tot (Eh): -2162.794856
2S+1: 2

No. 2
Density functional theory data (ωB97M-V with the def2-TZVPD basis set) for a 2-piece molecular cluster, C11H21N3O5 overall.

```
40
Properties=species:S:1:pos:R:3:forces:R:3:lowdin_charge:R:1
N -3.189323 -4.405384 1.653402 0.81 1.46 -0.14 -0.0551
C -3.374359 -3.032390 1.000937 0.88 -0.38 0.34 -0.2068
C -1.904480 -2.254543 1.170162 -1.25 -0.06 -0.97 -0.2852
O -1.151673 -2.548422 -0.059021 -1.31 0.72 0.13 -0.1135
C -2.086011 -0.631350 1.475355 0.13 -0.48 0.34 -0.0894
N -1.228547 0.162002 0.513567 2.51 2.49 -2.47 -0.1143
C -1.511564 0.545533 -0.923096 2.27 0.03 2.41 0.0680
N -0.350970 1.312887 -1.550399 -1.67 -3.80 7.52 0.1285
C 0.638205 1.357307 -0.404095 -0.19 -0.35 1.75 -0.0781
C 2.099147 2.075802 -0.667146 -1.02 -0.66 -1.34 -0.1268
C 3.109752 0.890456 -1.207080 -0.03 -0.40 0.26 -0.1968
C 3.059771 -0.498699 -0.336966 0.89 -0.16 -0.02 -0.2040
C 3.521660 -0.352754 1.229652 0.48 -1.52 -0.53 -0.2247
O 3.209525 -1.667414 1.881237 0.60 0.54 -1.16 -0.1693
C 0.132566 0.623254 0.985589 -1.26 1.99 -7.23 0.0935
H -2.394152 -4.869856 1.125019 -1.22 0.75 1.03 0.0858
H -2.834010 -4.176152 2.623960 -0.48 -0.78 -1.47 0.0736
H -3.637438 -3.248766 -0.134600 0.68 0.81 2.28 0.1326
H -4.253845 -2.426230 1.479153 1.67 -1.29 -0.72 0.1203
H -1.281374 -2.703271 2.065912 -1.32 0.79 -2.02 0.1571
H -1.730671 -2.442169 -0.884850 0.99 -0.17 2.06 0.1122
H -1.635339 -0.449488 2.563284 -1.13 -0.09 -2.51 0.1487
H -3.199290 -0.268267 1.442776 2.22 -0.72 -0.07 0.1421
H -2.532664 0.199556 -1.377857 2.40 1.11 0.73 0.1662
H -0.279958 1.668526 -2.535749 -0.19 -0.22 1.44 0.1788
H 2.507930 2.683357 0.248166 -1.06 -1.42 -1.72 0.1316
H 1.930619 2.815723 -1.587771 0.31 -1.32 2.26 0.1330
H 2.819050 0.627049 -2.318011 0.62 0.60 2.21 0.1203
H 4.210042 1.290555 -1.190677 -2.12 -0.68 -0.12 0.1222
H 3.843115 -1.243545 -0.843725 -1.64 1.58 1.08 0.1280
H 2.030433 -1.060544 -0.355674 1.85 1.35 0.00 0.1095
H 4.700988 -0.244273 1.320204 -2.56 0.39 -0.27 0.1377
H 2.937726 0.449754 1.849821 1.28 -1.50 -1.28 0.1101
H 3.610098 -2.415271 1.347765 -0.59 1.58 0.76 0.0981
H 0.686598 0.485308 2.025866 -1.69 0.23 -2.65 0.1499
C -1.331682 5.089693 -2.513247 -0.38 3.88 -2.12 -0.9033
O -0.136687 5.141629 -2.134825 1.30 0.31 0.07 -0.0913
O -1.900550 3.958505 -2.120941 -0.98 -3.23 1.08 0.0103
O -2.029951 5.896111 -3.167429 0.85 -0.82 0.70 -0.0434
H -1.072687 3.665780 -1.688670 -0.67 -0.54 0.38 0.0437
```
Positions in Å, forces in eV/Å.

Computed properties:
HOMO (eV): -6.70
Energy above the lowest of the compared OMol25 structures with the same formula, charge and spin (kJ/mol): 1103.9
Strongest force on any atom (eV Å⁻¹): 8.58
Gap between HOMO and LUMO (Eh): 0.1918
E_tot (Eh): -971.848933

No. 3
Density functional theory data (ωB97M-V with the def2-TZVPD basis set) for a 2-piece molecular cluster, C3H6N2O2 overall.

```
13
Properties=species:S:1:pos:R:3:forces:R:3:lowdin_charge:R:1
H -3.495618 0.216252 0.647809 0.04 -0.02 0.00 0.0695
N -2.665930 -0.377563 0.644460 0.25 0.31 -0.20 0.1670
C -1.698970 0.190607 0.093309 -0.19 -0.26 0.11 -0.4096
O -1.317349 1.327766 -0.524543 -0.12 0.07 0.05 0.1278
C -0.338432 0.234751 -0.341682 0.11 -0.17 -0.08 -0.2291
O 0.629563 0.477448 0.606381 -0.05 0.03 0.01 0.0157
C 1.898091 0.679254 0.157486 0.17 -0.01 -0.28 -0.2670
N 2.208043 0.643770 -1.061697 -0.03 0.05 0.40 0.1263
H 3.203917 0.799424 -1.187613 -0.07 0.01 0.02 0.0612
H 0.025326 -0.192571 -1.269706 -0.08 0.03 0.11 0.1490
H 2.547566 0.853415 1.017653 -0.04 -0.02 -0.15 0.1380
H -1.033382 -2.462273 0.888787 0.06 -0.04 0.01 0.0149
H -0.377029 -2.812695 0.844147 -0.06 0.03 0.00 0.0363
```
Positions in Å, forces in eV/Å.

Computed properties:
HOMO (eV): -10.60
Energy above the lowest of the compared OMol25 structures with the same formula, charge and spin (kJ/mol): 422.6
Strongest force on any atom (eV Å⁻¹): 0.44
Gap between HOMO and LUMO (Eh): 0.4215
E_tot (Eh): -377.798385
SMILES string: [H]/N=C1\O[C@H]1O/C=N/[H].[H][H]

No. 4
Density functional theory data (ωB97M-V with the def2-TZVPD basis set) for C5H13NOS2 in the gas phase.

```
22
Properties=species:S:1:pos:R:3:forces:R:3:lowdin_charge:R:1
C -1.569452 -0.579654 1.910798 3.55 -1.98 -1.29 -0.0941
C -2.367878 0.368694 -0.428460 0.21 -0.87 0.16 -0.1495
C -0.780061 -1.714166 -0.220778 -1.58 -0.40 -2.62 -0.1032
C 2.930172 1.993225 -0.780185 -1.48 0.90 4.42 -0.2659
C -1.221809 -0.358358 0.373709 -0.62 0.45 0.69 -0.7786
N 2.476659 -0.277918 -1.460703 -0.38 -2.33 -2.45 -0.3741
O 1.208824 0.545605 1.009831 3.72 -0.78 0.95 -0.8126
S 2.798382 0.264014 -0.102113 -0.56 1.90 0.26 0.9033
S -0.044359 1.020787 0.269700 -2.16 0.66 -1.31 0.8488
H -2.296242 -1.326238 2.150797 -0.59 -0.83 -0.52 0.0531
H -0.535653 -1.020413 2.365399 -2.45 1.60 -0.52 0.1321
H -1.964782 0.302221 2.298289 0.10 1.72 1.06 0.0389
H -1.924237 0.568571 -1.396332 -0.23 -0.16 -0.54 0.0494
H -2.639069 1.386382 -0.057380 0.00 -1.06 0.28 0.0766
H -3.230226 -0.319561 -0.546095 0.31 0.68 0.12 0.0922
H 0.196230 -2.134862 -0.043459 0.63 0.64 0.43 0.0549
H -1.458064 -2.415371 0.233019 -0.35 -0.60 0.23 0.0548
H -0.974060 -1.909527 -1.379192 0.44 1.06 2.22 0.1235
H 3.461284 2.456428 0.152272 -0.67 0.11 -2.28 0.0729
H 1.910295 2.474164 -0.974846 1.18 -0.92 0.75 0.0476
H 3.389513 1.954581 -1.722748 1.27 -0.25 -0.75 0.0141
H 2.634532 -1.278604 -1.651525 -0.33 0.46 0.72 0.0156
```
Positions in Å, forces in eV/Å.

Computed properties:
HOMO (alpha / beta) (eV): -7.64 / -7.64
Energy above the lowest of the compared OMol25 structures with the same formula, charge and spin (kJ/mol): 411.5
Strongest force on any atom (eV Å⁻¹): 4.74
Gap between HOMO and LUMO (alpha / beta) (Eh): 0.3024 / 0.3024
E_tot (Eh): -1124.533130